This record from the OMol25 dataset describes BrCo as an isolated structure. The level of theory is wB97M-V/def2-TZVPD.

Calculated values
- ΔE to the lowest compared entry with this formula, charge and spin: 70.2 kcal per mole
- HOMO-LUMO gap (spin up / spin down): 6.9920 / 3.7126 eV
- Electronic energy: -107655.63418 eV

Geometry as ORCA input:
```
! RIJCOSX wB97M-V def2-TZVPD def2/J DEFGRID3
* xyz 1 4
Br 0.81262 1.66097 0.61162
Co -0.81262 -1.66097 -0.61162
*
```


This record from the OMol25 dataset describes BrFe as an isolated structure. The level of theory is wB97M-V/def2-TZVPD.

Calculated values
- ΔE to the lowest compared entry with this formula, charge and spin: 0.0 kcal per mole
- HOMO-LUMO gap (spin up / spin down): 11.4136 / 8.0704 eV
- Electronic energy: -104404.06204 eV

Geometry as ORCA input:
```
! RIJCOSX wB97M-V def2-TZVPD def2/J DEFGRID3
* xyz 2 6
Br -0.37223 0.30388 -0.97857
Fe 0.37223 -0.30388 0.97857
*
```


This record from the OMol25 dataset describes BrH10LiO5 as an isolated structure. The level of theory is wB97M-V/def2-TZVPD.

Calculated values
- ΔE to the lowest compared entry with this formula, charge and spin: 40.6 kcal per mole
- HOMO-LUMO gap: 8.1369 eV
- Electronic energy: -80647.57631 eV

Geometry as ORCA input:
```
! RIJCOSX wB97M-V def2-TZVPD def2/J DEFGRID3
* xyz 0 1
Br -0.41041 0.21982 -0.17265
O 0.80959 -2.67218 -1.52665
O -1.95441 1.26582 2.81235
O 1.09159 1.57782 -2.97665
O -0.59941 -2.78618 1.45135
O 1.15759 2.64282 1.25335
Li -2.62641 -0.16818 -1.76165
H 1.24759 0.96582 -3.55365
H 2.00859 2.37582 1.53735
H 0.58859 -1.92018 -0.77365
H 0.57259 1.09482 -2.35965
H 0.09259 -3.48518 1.24835
H -1.71941 2.03482 3.24135
H -0.15741 -1.94918 1.38335
H 0.89059 1.98282 0.64035
H 0.50359 -2.28318 -2.39465
H -1.49541 1.10382 1.95135
*
```


This record from the OMol25 dataset describes a 8-piece molecular cluster, BrH14O7 overall. The level of theory is wB97M-V/def2-TZVPD.

Calculated values
- ΔE to the lowest compared entry with this formula, charge and spin: 12.2 kcal per mole
- HOMO-LUMO gap: 9.4805 eV
- Electronic energy: -84606.29988 eV

Geometry as ORCA input:
```
! RIJCOSX wB97M-V def2-TZVPD def2/J DEFGRID3
* xyz -1 1
Br 26.84861 -10.29216 -11.65452
O 27.99078 -7.02308 -11.79114
O 25.02711 -12.05057 -8.73298
O 30.25387 -9.91174 -12.18232
O 28.39665 -11.73259 -8.78635
O 27.36633 -13.04762 -13.78694
O 26.07256 -9.04489 -15.13315
O 23.38095 -10.07963 -12.44753
H 30.46785 -9.49310 -11.34854
H 26.61154 -9.06354 -14.34233
H 27.63597 -7.91185 -11.77034
H 28.27982 -13.02258 -14.07179
H 23.38163 -10.14747 -13.40232
H 27.93569 -11.50225 -9.59300
H 28.45140 -12.68803 -8.80568
H 26.21172 -8.17090 -15.49786
H 24.60744 -11.25652 -8.40194
H 28.79129 -7.07196 -11.26861
H 27.30961 -12.37967 -13.10367
H 24.29882 -10.18808 -12.19857
H 25.50095 -11.76395 -9.51372
H 29.37712 -10.27290 -12.05148
*
```


This record from the OMol25 dataset describes a 9-piece molecular cluster, BrH16O8 overall. The level of theory is wB97M-V/def2-TZVPD.

Calculated values
- ΔE to the lowest compared entry with this formula, charge and spin: 49.9 kcal per mole
- HOMO-LUMO gap: 6.9494 eV
- Electronic energy: -86684.47954 eV

Geometry as ORCA input:
```
! RIJCOSX wB97M-V def2-TZVPD def2/J DEFGRID3
* xyz -1 1
Br -17.31074 18.83879 -8.00929
O -13.83846 14.80866 -10.65328
O -22.69036 18.87882 -6.07128
O -21.35095 15.24119 -10.60070
O -11.70765 19.43074 -6.83287
O -15.86314 23.31598 -4.84141
O -21.10772 22.04206 -11.37476
O -14.11126 22.02565 -12.14943
O -18.97684 13.86497 -5.24075
H -22.43527 18.99578 -5.15614
H -20.68555 15.79757 -10.19585
H -13.86649 21.68812 -13.01103
H -21.88504 18.60811 -6.51219
H -14.26697 13.95872 -10.55223
H -20.85176 14.58964 -11.09317
H -15.09239 23.55865 -5.35452
H -18.21311 13.61624 -4.72008
H -18.65814 14.55889 -5.81793
H -11.15747 18.97250 -7.46812
H -21.30255 21.88827 -12.29921
H -15.90968 22.36271 -4.91448
H -12.58534 19.07658 -6.97594
H -14.48168 15.44125 -10.33338
H -14.80520 21.43832 -11.84988
H -20.47615 21.36016 -11.14593
*
```


This record from the OMol25 dataset describes BrH2NOS2 as an isolated structure. The level of theory is wB97M-V/def2-TZVPD.

Calculated values
- ΔE to the lowest compared entry with this formula, charge and spin: 43.7 kcal per mole
- HOMO-LUMO gap: 9.6813 eV
- Electronic energy: -95279.03874 eV

Geometry as ORCA input:
```
! RIJCOSX wB97M-V def2-TZVPD def2/J DEFGRID3
* xyz 0 1
Br -2.29986 -0.09521 0.20100
S 0.59833 0.43864 -0.23074
S 2.11579 -0.56996 0.29080
O 0.30314 1.79122 0.04335
N -0.56961 -0.41521 0.61449
H -0.05088 -1.57123 0.60298
H -0.09691 0.42175 -1.52188
*
```


This record from the OMol25 dataset describes a 2-piece molecular cluster, BrH3NP overall. The level of theory is wB97M-V/def2-TZVPD.

Calculated values
- ΔE to the lowest compared entry with this formula, charge and spin: 58.9 kcal per mole
- HOMO-LUMO gap (spin up / spin down): 4.4082 / 4.4087 eV
- Electronic energy: -80867.93781 eV

Geometry as ORCA input:
```
! RIJCOSX wB97M-V def2-TZVPD def2/J DEFGRID3
* xyz 0 1
Br -1.41101 -2.04169 1.63942
P -0.07279 1.38598 -0.55949
N 0.48524 -0.10417 -0.28869
H -1.05676 1.47057 0.66325
H 1.36207 -0.47326 -0.57352
H 0.20882 -0.77528 0.52841
*
```


Number 5 is which compound? BrH16O8